Formula: C5H9BrO
Source: the Open Molecules 2025 dataset
Level of theory: ωB97M-V with the def2-TZVPD basis set

Last column: Löwdin charge in e.
Positions of all 16 atoms, in Å:
1 C -1.88 0.40 1.24  0.035
2 C -1.63 -0.35 0.22  -0.405
3 C -1.54 -1.82 0.41  -0.065
4 O -0.84 0.18 -0.89  -0.046
5 H -2.27 -0.13 2.12  0.072
6 H -1.84 1.45 1.40  0.062
7 H -1.76 -2.31 -0.55  0.084
8 H -0.64 -2.18 0.76  0.048
9 H -2.26 -2.26 1.18  0.112
10 H -0.26 -0.50 -1.30  0.099
11 C 2.52 1.36 -1.51  -0.127
12 C 2.26 1.28 -0.20  -0.680
13 Br 3.18 -0.01 0.80  0.644
14 H 3.38 0.89 -1.94  0.037
15 H 2.08 2.24 -2.11  0.088
16 H 1.48 1.76 0.40  0.042

Relative energy (zero: lowest compared OMol25 entry of this formula, charge and spin) ... 83.4 kJ/mol
LUMO ... 0.739 eV
Gap between HOMO and LUMO ... 9.956 eV
SMILES ... C=C(C)O.C=CBr
DFT total energy ... -77418.4216 eV